# 1
ORCA calculation (the ωB97M-V functional and the def2-TZVPD basis) on a 6-piece molecular cluster, C21H51BF4NO14P3 overall in a non-equilibrium geometry.

- Gap between HOMO and LUMO: 5.0 eV

Bonds (Å) are listed after each position.
Geometry (Å):
1 C 7.73 52.56 48.02  C2 1.459, H12 1.014, H13 1.169, H14 1.232
2 C 6.87 53.40 47.20  C1 1.459, C3 1.574, N7 1.458, C11 1.570
3 C 5.59 52.53 46.91  C2 1.574, C4 1.541, H15 1.126, H16 1.072
4 C 4.39 52.88 47.81  C3 1.541, C5 1.532, H17 1.292, H18 1.081
5 C 4.10 54.38 47.91  C4 1.532, C6 1.525, H19 1.074, H20 1.115
6 C 5.32 55.11 48.47  C5 1.525, N7 1.466, C9 1.559, C10 1.595
7 N 6.57 54.68 47.85  C2 1.458, C6 1.466, O8 1.301
8 O 7.60 55.46 48.04  N7 1.301
9 C 5.45 55.06 50.02  C6 1.559, H21 1.023, H22 1.139, H23 1.068
10 C 5.04 56.64 48.11  C6 1.595, H24 1.125, H25 1.077, H26 1.131
11 C 7.63 53.43 45.83  C2 1.570, H27 1.038, H28 1.015, H29 1.144
12 H 7.46 52.66 48.99  C1 1.014
13 H 8.79 53.02 48.16  C1 1.169
14 H 7.94 51.43 47.58  C1 1.232
15 H 5.88 51.44 46.83  C3 1.126
16 H 5.25 52.84 45.94  C3 1.072
17 H 4.78 52.35 48.93  C4 1.292
18 H 3.37 52.56 47.67  C4 1.081
19 H 3.31 54.54 48.61  C5 1.074
20 H 3.66 54.71 46.94  C5 1.115
21 H 4.61 55.29 50.56  C9 1.023
22 H 6.21 55.79 50.46  C9 1.139
23 H 5.71 54.09 50.38  C9 1.068
24 H 5.85 57.41 48.22  C10 1.125
25 H 4.05 56.74 48.54  C10 1.077
26 H 4.65 56.79 47.06  C10 1.131
27 H 8.63 53.68 45.94  C11 1.038
28 H 7.20 54.08 45.18  C11 1.015
29 H 7.66 52.47 45.21  C11 1.144
30 B 2.46 51.85 50.77  F31 1.403, F32 1.337, F33 1.388, F34 1.323
31 F 2.48 53.25 50.71  B30 1.403
32 F 3.61 51.31 51.19  B30 1.337
33 F 1.43 51.44 51.60  B30 1.388
34 F 2.19 51.42 49.55  B30 1.323
35 C 3.20 46.03 50.20  C36 1.543, H39 1.063, H40 1.062, H41 1.042
36 C 4.05 47.03 49.39  C35 1.543, O37 1.265, C38 1.489
37 O 5.08 46.64 48.76  C36 1.265
38 C 3.66 48.46 49.49  C36 1.489, H42 1.110, H43 0.988, H44 1.111
39 H 3.34 46.34 51.21  C35 1.063
40 H 3.48 45.03 49.98  C35 1.062
41 H 2.19 46.28 50.11  C35 1.042
42 H 4.40 49.20 49.11  C38 1.110
43 H 3.72 48.67 50.46  C38 0.988
44 H 2.78 48.98 49.06  C38 1.111
45 C 6.67 50.67 51.82  O46 1.408, H53 1.126, H54 1.039, H55 1.067
46 O 8.07 50.73 51.91  C45 1.408, P47 1.593
47 P 8.83 51.85 52.75  O46 1.593, O48 1.523, O49 1.535, O51 1.674
48 O 9.39 52.85 51.75  P47 1.523
49 O 7.74 52.66 53.46  P47 1.535, C50 1.431
50 C 7.42 52.47 54.84  O49 1.431, H56 0.901, H57 1.103, H58 1.213
51 O 10.11 51.41 53.74  P47 1.674, C52 1.396
52 C 11.36 52.00 53.61  O51 1.396, H59 1.170, H60 1.036, H61 1.133
53 H 6.40 51.76 51.68  C45 1.126
54 H 6.18 50.58 52.74  C45 1.039
55 H 6.40 49.90 51.13  C45 1.067
56 H 8.02 52.01 55.34  C50 0.901
57 H 6.48 51.91 54.97  C50 1.103
58 H 7.36 53.50 55.49  C50 1.213
59 H 12.10 51.55 54.40  C52 1.170
60 H 11.10 52.98 53.81  C52 1.036
61 H 11.63 51.70 52.55  C52 1.133
62 C 1.98 56.89 51.44  O63 1.421, H70 0.877, H71 1.063, H72 1.031
63 O 1.11 57.47 50.48  C62 1.421, P64 1.594
64 P 0.42 58.89 50.69  O63 1.594, O65 1.537, O66 1.619, O68 1.580
65 O 0.68 59.44 52.10  P64 1.537
66 O 1.22 59.88 49.69  P64 1.619, C67 1.446
67 C 2.65 60.06 49.78  O66 1.446, H73 1.238, H74 1.042, H75 1.116
68 O -1.05 59.20 50.18  P64 1.580, C69 1.402
69 C -1.66 60.40 50.57  O68 1.402, H76 1.147, H77 1.006, H78 1.127
70 H 1.92 56.03 51.28  C62 0.877
71 H 1.51 56.93 52.39  C62 1.063
72 H 2.75 57.49 51.78  C62 1.031
73 H 2.90 60.42 50.94  C67 1.238
74 H 2.78 60.79 49.04  C67 1.042
75 H 3.18 59.08 49.68  C67 1.116
76 H -1.80 60.62 51.68  C69 1.147
77 H -2.50 60.61 50.05  C69 1.006
78 H -1.02 61.27 50.26  C69 1.127
79 C 4.08 46.48 57.49  O80 1.473, H87 1.108, H88 1.113, H89 1.195
80 O 3.32 47.72 57.31  C79 1.473, P81 1.582
81 P 3.69 48.72 56.14  O80 1.582, O82 1.515, O83 1.648, O85 1.657
82 O 5.15 49.06 56.28  P81 1.515
83 O 3.60 47.90 54.71  P81 1.648, C84 1.414
84 C 2.86 48.46 53.64  O83 1.414, H90 1.087, H91 1.135, H92 1.078
85 O 2.82 50.14 56.14  P81 1.657, C86 1.430
86 C 3.57 51.31 56.50  O85 1.430, H93 1.100, H94 1.200, H95 0.995
87 H 3.35 45.79 57.96  C79 1.108
88 H 5.14 46.46 57.84  C79 1.113
89 H 4.13 45.91 56.44  C79 1.195
90 H 1.80 48.47 53.86  C84 1.087
91 H 2.87 47.85 52.68  C84 1.135
92 H 2.82 49.46 53.25  C84 1.078
93 H 4.25 51.40 55.64  C86 1.100
94 H 4.48 51.10 57.25  C86 1.200
95 H 2.79 51.90 56.68  C86 0.995


# 2
ORCA calculation (the ωB97M-V functional and the def2-TZVPD basis) on a 3-piece molecular cluster, C21H51BN5O7 overall in a non-equilibrium geometry.

- Gap between HOMO and LUMO: 6.3 eV
- Charge: -1

Bonds (Å) are listed after each position.
Geometry (Å):
1 C 4.82 2.21 0.54  C2 1.526, H17 1.084, H18 1.084, H19 1.079
2 C 3.67 1.97 -0.43  C1 1.526, N3 1.458, H20 1.093, H21 1.100
3 N 4.00 1.04 -1.50  C2 1.458, B4 1.547, H22 1.016
4 B 4.36 -0.40 -1.05  N3 1.547, C5 1.641, O14 1.574, H23 1.214
5 C 3.10 -1.45 -1.01  B4 1.641, C6 1.546, H24 1.090, H25 1.088
6 C 1.95 -1.05 -0.06  C5 1.546, C7 1.529, H26 1.087, H27 1.087
7 C 0.84 -0.30 -0.79  C6 1.529, C8 1.523, H28 1.079, H29 1.087
8 C -0.53 -0.65 -0.22  C7 1.523, N9 1.489, H30 1.093, H31 1.077
9 N -1.68 -0.28 -1.10  C8 1.489, C10 1.467, C11 1.393
10 C -1.45 0.93 -1.89  N9 1.467, H32 1.078, H33 1.079, H34 1.089
11 C -2.86 -0.26 -0.35  N9 1.393, C12 1.511, O13 1.180
12 C -3.67 1.00 -0.19  C11 1.511, H35 1.083, H36 1.077, H37 1.084
13 O -3.26 -1.24 0.16  C11 1.180
14 O 5.36 -0.99 -2.11  B4 1.574, N15 1.343
15 N 5.14 -0.58 -3.37  O14 1.343, O16 1.199
16 O 4.66 -1.42 -4.07  N15 1.199
17 H 4.75 3.20 0.98  C1 1.084
18 H 4.72 1.52 1.37  C1 1.084
19 H 5.79 2.02 0.10  C1 1.079
20 H 3.43 2.93 -0.88  C2 1.093
21 H 2.78 1.69 0.17  C2 1.100
22 H 3.17 1.00 -2.08  N3 1.016
23 H 4.94 -0.46 0.01  B4 1.214
24 H 3.50 -2.39 -0.63  C5 1.090
25 H 2.71 -1.70 -2.00  C5 1.088
26 H 2.38 -0.47 0.76  C6 1.087
27 H 1.54 -1.95 0.38  C6 1.087
28 H 0.90 -0.50 -1.85  C7 1.079
29 H 0.98 0.78 -0.68  C7 1.087
30 H -0.63 -0.13 0.74  C8 1.093
31 H -0.57 -1.70 -0.02  C8 1.077
32 H -0.81 0.69 -2.73  C10 1.078
33 H -2.37 1.29 -2.32  C10 1.079
34 H -1.03 1.74 -1.29  C10 1.089
35 H -4.58 0.91 -0.78  C12 1.083
36 H -3.96 1.10 0.85  C12 1.077
37 H -3.17 1.92 -0.47  C12 1.084
38 C 3.21 -6.49 3.03  O39 1.416, H47 1.089, H48 1.094, H49 1.094
39 O 4.53 -6.94 3.23  C38 1.416, C40 1.424
40 C 5.22 -7.30 2.03  O39 1.424, C41 1.516, H50 1.094, H51 1.095
41 C 6.32 -6.31 1.70  C40 1.516, N42 1.455, H52 1.095, H53 1.099
42 N 5.77 -5.03 1.29  C41 1.455, C43 1.463, H54 1.011
43 C 6.74 -3.94 1.20  N42 1.463, C44 1.528, H55 1.093, H56 1.095
44 C 7.48 -3.53 2.47  C43 1.528, O45 1.417, H57 1.093, H58 1.098
45 O 6.67 -2.91 3.46  C44 1.417, C46 1.413
46 C 5.96 -3.80 4.30  O45 1.413, H59 1.094, H60 1.093, H61 1.091
47 H 2.73 -6.42 4.00  C38 1.089
48 H 3.18 -5.50 2.56  C38 1.094
49 H 2.64 -7.19 2.41  C38 1.094
50 H 4.52 -7.41 1.20  C40 1.094
51 H 5.68 -8.28 2.22  C40 1.095
52 H 6.93 -6.72 0.89  C41 1.095
53 H 6.95 -6.22 2.59  C41 1.099
54 H 5.04 -4.76 1.93  N42 1.011
55 H 6.20 -3.06 0.83  C43 1.093
56 H 7.48 -4.20 0.43  C43 1.095
57 H 8.21 -2.77 2.18  C44 1.093
58 H 8.05 -4.35 2.91  C44 1.098
59 H 6.51 -4.72 4.49  C46 1.094
60 H 4.97 -4.03 3.89  C46 1.093
61 H 5.80 -3.29 5.25  C46 1.091
62 C -7.03 2.92 -3.38  O63 1.415, H71 1.089, H72 1.095, H73 1.094
63 O -6.45 3.19 -2.11  C62 1.415, C64 1.423
64 C -5.70 4.39 -2.06  O63 1.423, C65 1.515, H74 1.094, H75 1.094
65 C -6.39 5.44 -1.22  C64 1.515, N66 1.459, H76 1.094, H77 1.097
66 N -7.60 5.94 -1.86  C65 1.459, C67 1.461, H78 1.011
67 C -8.46 6.75 -1.00  N66 1.461, C68 1.528, H79 1.093, H80 1.095
68 C -9.06 6.10 0.24  C67 1.528, O69 1.416, H81 1.094, H82 1.096
69 O -10.03 5.09 -0.03  C68 1.416, C70 1.417
70 C -9.51 3.80 -0.29  O69 1.417, H83 1.092, H84 1.093, H85 1.090
71 H -7.41 1.90 -3.35  C62 1.089
72 H -7.87 3.59 -3.59  C62 1.095
73 H -6.29 2.99 -4.18  C62 1.094
74 H -5.48 4.77 -3.07  C64 1.094
75 H -4.74 4.15 -1.59  C64 1.094
76 H -5.70 6.28 -1.05  C65 1.094
77 H -6.61 4.98 -0.24  C65 1.097
78 H -8.13 5.15 -2.21  N66 1.011
79 H -9.29 7.09 -1.63  C67 1.093
80 H -7.91 7.64 -0.70  C67 1.095
81 H -9.60 6.88 0.78  C68 1.094
82 H -8.30 5.72 0.93  C68 1.096
83 H -8.59 3.61 0.27  C70 1.092
84 H -9.33 3.67 -1.36  C70 1.093
85 H -10.26 3.07 0.00  C70 1.090


> Which of these has the highest gap between HOMO and LUMO?

C21H51BN5O7